1.
# C25H21N3O2STaTe

A structure of composition C25H21N3O2STaTe (the ωB97M-V functional and the def2-TZVPD basis, OMol25).

Spin multiplicity: 1
Highest occupied orbital energy in eV: -16.60
F_max in eV Å⁻¹: 1.0
Relative energy (zero: lowest compared OMol25 entry of this formula, charge and spin) in kcal/mol: 26.8
Charge: +3
DFT total energy in eV: -54481.845

```
54
Properties=species:S:1:pos:R:3:forces:R:3
Ta -0.335148 0.839370 0.302846 -0.9 0.3 0.1
C 6.303675 -2.512257 -3.537577 0.0 0.0 0.0
C 5.182707 -1.889456 -2.784623 0.0 0.0 0.0
C 4.992113 -0.498297 -2.805135 0.0 0.0 0.0
C 3.937148 0.085986 -2.150999 -0.1 0.1 0.0
C 3.046888 -0.759467 -1.451368 0.1 -0.1 0.0
C 3.213935 -2.163458 -1.400511 -0.1 0.1 0.1
C 4.279471 -2.702644 -2.068085 0.0 0.0 0.0
S 1.727812 -0.064966 -0.716310 -0.2 -0.1 -0.2
O 1.615471 1.417600 -0.805891 0.1 0.2 0.0
O 0.326882 -0.489196 -1.182435 0.1 0.0 -0.2
N 1.292053 -0.312685 0.848566 0.8 -0.3 0.1
C 2.023673 0.126437 1.986830 -0.2 0.1 0.0
C 3.318191 -0.144928 2.355913 -0.1 0.0 0.1
C 3.781648 0.329752 3.600478 0.1 -0.1 0.0
C 2.961471 1.019948 4.452941 0.0 0.0 0.1
C 1.622045 1.303158 4.087778 0.0 0.0 -0.1
C 0.698606 2.001140 4.884041 0.0 0.0 0.0
C -0.585530 2.230174 4.412626 0.0 0.0 0.0
C -0.939348 1.811136 3.148983 0.0 0.0 -0.1
N -0.081161 1.140248 2.331283 0.1 0.1 0.6
C 1.182882 0.863297 2.829209 0.2 -0.1 -0.1
H 7.107051 -1.805752 -3.731489 0.0 0.0 0.0
H 5.921135 -2.856994 -4.504250 0.0 0.0 0.0
H 6.695393 -3.385257 -3.017813 0.0 0.0 0.0
H 5.688176 0.125228 -3.350299 0.0 0.0 0.0
H 3.781820 1.156646 -2.177969 0.0 0.0 0.0
H 2.515539 -2.793984 -0.863883 0.0 0.0 0.0
H 4.432654 -3.773725 -2.053144 0.0 0.0 0.0
H 3.972250 -0.731793 1.724136 0.0 0.0 0.0
H 4.802576 0.124770 3.891395 0.0 0.0 0.0
H 3.329359 1.357787 5.413098 0.0 0.0 0.0
H 0.991720 2.359495 5.864273 0.0 0.0 0.0
H -1.316012 2.758805 5.008434 0.0 0.0 0.0
H -1.924575 2.028624 2.760268 0.0 0.0 0.0
C -3.766121 -1.447023 -1.101564 0.2 0.2 0.1
Te -2.980828 -0.017697 0.391344 -0.2 -0.1 0.0
C -4.064322 1.388781 -0.868290 0.0 0.0 -0.1
C -5.271020 0.549095 -1.206106 0.0 -0.1 0.0
C -6.514704 1.124839 -1.405139 0.0 0.0 0.0
C -7.602307 0.314772 -1.719019 0.0 0.0 0.0
C -7.457415 -1.060443 -1.795302 0.0 0.0 0.0
C -6.219110 -1.648340 -1.560204 0.0 0.0 0.0
C -5.122398 -0.841231 -1.291777 0.0 0.0 0.0
H -3.738358 -2.446402 -0.676960 0.0 0.0 0.0
H -3.064245 -1.337625 -1.926744 -0.1 -0.1 -0.1
H -3.421233 1.622570 -1.716444 0.0 0.0 0.0
H -4.267171 2.286026 -0.288744 0.0 0.0 0.0
H -6.645714 2.195544 -1.316194 0.0 0.0 0.0
H -8.572490 0.764994 -1.878647 0.0 0.0 0.0
H -8.312632 -1.683846 -2.016217 0.0 0.0 0.0
H -6.111248 -2.724609 -1.598626 0.0 0.0 0.0
N -1.428185 3.916544 0.404488 -0.1 0.0 0.0
C -1.003090 2.849300 0.268828 0.3 0.0 -0.3
```
Forces are in eV/Å.

2.
# C25H22AlIN2O3PS2

A structure of composition C25H22AlIN2O3PS2 (the ωB97M-V functional and the def2-TZVPD basis, OMol25).

Spin multiplicity: 1
Highest occupied orbital energy in eV: -11.33
F_max in eV Å⁻¹: 0.8
Charge: +1
DFT total energy in eV: -81060.153

```
57
Properties=species:S:1:pos:R:3:forces:R:3
Al -0.144115 2.075711 0.209609 0.6 -0.3 0.5
N 2.280783 2.333988 -0.572310 -0.4 -0.1 0.0
N 2.192355 3.620388 -1.106608 -0.5 0.1 -0.1
C 1.048187 4.383718 -0.874253 0.1 0.1 0.1
O 1.009895 5.555954 -1.140263 0.0 -0.4 0.0
O 0.039103 3.683271 -0.370136 -0.1 0.4 -0.3
H 2.913423 2.310688 0.214442 0.2 0.0 0.3
H 2.631071 1.705137 -1.281396 0.0 -0.2 -0.2
H 3.033603 4.116872 -1.329938 0.2 0.2 0.0
I -2.204980 1.876542 -1.894823 0.0 0.0 -0.1
C -3.210480 0.247613 -1.020374 0.3 0.1 -0.1
C -4.545564 0.481467 -0.876238 -0.2 -0.1 0.0
C -5.418023 -0.562930 -0.512878 -0.1 0.1 0.0
C -4.920673 -1.819843 -0.384644 0.0 -0.1 0.0
C -3.532703 -2.078466 -0.514222 0.1 0.1 0.0
C -3.084470 -3.413718 -0.402082 -0.1 -0.1 0.0
C -1.764104 -3.719089 -0.497490 0.2 -0.1 0.0
C -0.833167 -2.673479 -0.616078 -0.1 0.0 0.0
C -1.204692 -1.350770 -0.711968 0.0 0.1 -0.1
P 0.236229 -0.207007 -0.573893 -0.1 -0.3 -0.1
C 1.179237 -0.879003 0.828441 -0.1 0.0 0.1
C 0.479410 -1.356909 1.937492 0.0 0.0 0.0
C 1.158924 -1.704636 3.094800 0.0 0.0 0.0
C 2.539241 -1.566799 3.162155 0.0 0.0 0.0
C 3.240273 -1.076446 2.068790 0.0 0.0 0.0
C 2.562952 -0.728464 0.907894 0.0 0.0 0.0
C 1.233049 -0.511713 -2.073068 0.0 0.1 0.0
C 1.071563 0.303840 -3.194981 0.1 0.0 0.0
C 1.732441 0.009915 -4.380725 0.0 0.1 0.0
C 2.567895 -1.094778 -4.457552 0.0 0.0 0.0
C 2.757395 -1.894672 -3.339021 0.0 0.0 0.1
C 2.096416 -1.607880 -2.152352 0.0 0.0 -0.1
C -2.602507 -1.018592 -0.761078 -0.2 -0.1 0.1
H -4.948634 1.467520 -1.075513 0.0 -0.1 0.0
H -6.475575 -0.359293 -0.387927 0.1 0.0 0.0
H -5.581782 -2.656981 -0.184208 0.1 0.1 0.0
H -3.822199 -4.194223 -0.242342 0.1 0.1 0.0
H -1.418073 -4.744919 -0.438167 0.0 0.1 0.0
H 0.217728 -2.927992 -0.583370 0.0 0.0 0.0
H -0.599726 -1.451147 1.897761 0.0 0.0 0.0
H 0.608398 -2.081636 3.948828 0.0 0.0 -0.1
H 3.069217 -1.838765 4.067596 0.0 0.0 -0.1
H 4.316862 -0.968309 2.116465 0.0 0.0 0.0
H 3.126316 -0.359020 0.058129 0.0 0.0 0.0
H 0.436530 1.178254 -3.150671 0.0 0.0 0.0
H 1.587925 0.649382 -5.243868 0.0 0.0 0.1
H 3.075846 -1.329373 -5.385967 0.0 0.0 0.1
H 3.423831 -2.747731 -3.383846 0.0 0.0 0.0
H 2.265781 -2.241678 -1.292251 0.0 0.0 0.0
C -0.328927 3.011155 5.063717 0.0 -0.1 -0.2
O -1.218351 2.594513 3.991626 0.1 0.1 0.0
C -0.776341 2.249498 2.817888 0.0 -0.2 0.3
S 0.863833 2.133654 2.387994 -0.1 0.2 -0.1
S -1.963479 1.840678 1.651190 0.1 0.1 -0.1
H -0.817285 3.843723 5.551667 -0.1 0.1 0.0
H 0.637951 3.309625 4.673955 0.0 0.0 -0.1
H -0.217821 2.183133 5.756083 0.0 -0.1 0.0
```
Forces are in eV/Å.

3.
# C25H22AsN2O5Zr

A structure of composition C25H22AsN2O5Zr (the ωB97M-V functional and the def2-TZVPD basis, OMol25).

Spin multiplicity: 1
Highest occupied orbital energy in eV: -16.65
F_max in eV Å⁻¹: 0.6
Relative energy (zero: lowest compared OMol25 entry of this formula, charge and spin) in kcal/mol: 20.1
Charge: +3
DFT total energy in eV: -101592.017

```
56
Properties=species:S:1:pos:R:3:forces:R:3
Zr -0.999145 -0.960380 0.357954 0.2 -0.3 0.0
O -1.310791 -3.188496 5.553149 0.0 -0.1 0.0
C -1.313402 -2.117366 4.865769 0.1 0.0 0.0
O -1.140335 -2.291818 3.580318 0.0 0.0 0.1
C -1.459822 -0.748405 5.196791 0.0 0.2 -0.1
C -1.680546 0.231793 6.160911 -0.2 -0.1 0.0
N -1.734479 1.368280 5.467378 0.2 0.0 0.1
N -1.530409 1.242204 4.132279 -0.2 0.0 -0.2
C -1.377080 -0.038703 3.983096 0.0 -0.2 0.3
C -1.164387 -0.996254 2.849414 -0.1 0.1 -0.4
O -2.198666 -1.072836 1.913437 -0.1 0.0 -0.2
O -0.023629 -0.901276 2.101440 0.1 -0.3 -0.1
H -1.429885 -3.064759 6.510315 0.0 0.0 0.0
H -1.814665 0.213065 7.230949 0.0 0.0 0.0
H -1.892933 2.293021 5.848422 0.0 0.0 0.0
C 0.590030 -4.178228 0.215387 0.0 0.0 0.0
C -0.290605 -3.809246 -0.942606 -0.2 0.1 -0.1
O -1.436093 -2.924613 -0.468682 0.4 0.3 0.4
H 1.388453 -4.825497 -0.152452 0.0 0.0 0.0
H 0.044788 -4.733485 0.979024 0.0 0.0 0.0
H 1.068678 -3.302425 0.667311 0.0 0.0 0.0
H -0.778413 -4.651754 -1.426953 0.1 0.0 0.0
H 0.196875 -3.197158 -1.701441 0.0 -0.1 0.0
H -2.135899 -3.483396 -0.094677 0.0 0.0 0.0
C 0.002965 4.155586 1.352459 0.0 0.0 0.0
C -0.922645 3.120334 1.302580 0.1 0.0 0.0
C -0.581763 1.946677 0.650559 -0.1 0.0 0.0
C 0.662912 1.788468 0.041040 0.1 0.1 -0.1
C 1.585749 2.823436 0.114937 0.0 0.0 0.0
C 1.250163 4.004413 0.766330 0.0 0.0 0.0
As 1.133293 0.131693 -0.859269 -0.3 0.2 0.3
C 2.357824 0.465953 -2.269103 -0.1 -0.1 -0.2
C 3.730757 0.604468 -2.167577 0.0 0.0 0.1
C 4.442868 0.850805 -3.333994 0.0 0.0 0.0
C 3.782368 0.931123 -4.553493 0.0 0.0 0.0
C 2.405138 0.770816 -4.638243 0.0 0.0 0.0
C 1.665158 0.532563 -3.487307 0.0 0.0 0.2
C 0.197831 0.354286 -3.425429 0.0 0.0 0.1
C -0.632279 0.495253 -4.530073 -0.1 0.0 0.0
C -2.012363 0.392248 -4.417830 0.1 0.0 0.0
C -2.593222 0.129085 -3.189149 0.1 -0.2 -0.1
C -1.766807 -0.035953 -2.085227 -0.2 0.0 0.4
C -0.375971 0.088125 -2.152227 0.0 0.0 -0.3
H -0.255198 5.084574 1.841806 0.0 0.0 0.0
H -1.898174 3.230150 1.754301 0.0 0.0 0.0
H -1.432434 1.224569 0.630535 0.1 0.1 -0.2
H 2.558015 2.730856 -0.353571 0.0 0.0 0.0
H 1.967137 4.813428 0.802823 0.0 0.0 0.0
H 4.248933 0.524191 -1.220579 0.0 0.0 0.0
H 5.516227 0.971831 -3.289711 0.0 0.0 0.0
H 4.349861 1.117540 -5.455007 0.0 0.0 0.0
H 1.925330 0.833619 -5.605002 0.0 0.0 0.0
H -0.204899 0.710938 -5.499414 0.0 0.0 0.0
H -2.632383 0.520897 -5.294338 0.0 0.0 0.0
H -3.665139 0.038536 -3.084711 0.0 0.0 0.0
H -2.386890 -0.212777 -1.172653 0.1 0.2 0.0
```
Forces are in eV/Å.

4.
# C25H22Br2MnN3O6PS4

A structure of composition C25H22Br2MnN3O6PS4 at a distorted geometry (the ωB97M-V functional and the def2-TZVPD basis, OMol25).

Spin multiplicity: 2
⟨S²⟩: 0.8952
Highest occupied orbital energy (alpha / beta) in eV: -0.33 / -0.57
F_max in eV Å⁻¹: 3.0
Relative energy (zero: lowest compared OMol25 entry of this formula, charge and spin) in kcal/mol: 89.5
Charge: -2
DFT total energy in eV: -267073.126

```
64
Properties=species:S:1:pos:R:3:forces:R:3
Mn -0.133341 -0.436386 0.834483 2.3 1.3 -1.4
Br 4.646051 -2.003186 1.062768 0.0 0.0 0.1
C 3.480740 -1.439921 2.452407 0.0 0.1 -0.2
C 3.890642 -1.528954 3.778878 -0.4 0.2 0.2
C 3.027788 -1.142585 4.776281 0.4 -0.2 0.1
Br 3.619840 -1.335696 6.585201 0.0 0.0 0.1
C 1.741856 -0.622200 4.509209 0.2 0.0 -0.4
C 0.785796 -0.232481 5.461818 -0.6 0.3 -0.2
C -0.428073 0.250890 5.020500 0.6 0.0 0.8
C -0.678416 0.397230 3.662659 0.0 0.2 -0.8
N 0.213607 0.075191 2.739141 -0.3 -0.9 1.1
C 1.383459 -0.484525 3.144207 -0.1 0.2 0.5
C 2.224382 -0.946781 2.077342 0.4 -0.2 -0.7
O 1.810785 -0.883869 0.866465 0.7 -0.3 0.7
H 4.876496 -1.898238 4.021685 0.0 -0.1 0.0
H 0.996841 -0.308667 6.519289 0.0 -0.1 0.0
H -1.184363 0.541726 5.737673 -0.1 0.0 -0.1
H -1.615802 0.787432 3.285682 -0.1 -0.2 -0.1
S 0.512661 1.788199 0.022932 -1.6 0.6 0.1
C -0.604621 2.857241 0.711340 1.9 0.2 -0.7
N -1.179516 3.875434 -0.042676 0.1 -0.4 0.0
C -0.689641 5.172379 0.404635 -0.3 0.1 0.1
C -0.759371 5.139364 1.929726 -0.2 -0.5 0.2
S -0.552223 3.363729 2.389737 -0.1 0.1 0.2
H -1.039613 3.694829 -1.028626 0.0 0.0 0.0
H -1.315043 5.965125 -0.010243 0.1 0.0 0.0
H 0.349229 5.327312 0.083335 0.0 0.0 0.0
H -1.719511 5.478437 2.314051 0.0 0.1 -0.1
H 0.048327 5.700051 2.394618 0.0 0.1 0.0
C -0.047164 -3.070950 -1.527853 0.0 0.2 -0.2
P -0.227630 -1.248196 -1.353401 0.3 -0.5 -0.2
C -1.538084 -0.815684 -2.554817 -0.2 0.1 0.0
C -1.566979 0.508283 -2.996295 -0.1 -0.1 0.0
C -2.551375 0.938464 -3.868022 0.0 0.0 -0.1
C -3.518849 0.049401 -4.319664 0.0 -0.1 0.0
C -3.487309 -1.271302 -3.892774 -0.1 0.0 -0.1
C -2.508231 -1.702610 -3.013493 0.3 0.1 0.2
C 1.180892 -0.795597 -2.472539 0.0 0.0 -0.1
C 2.320502 -0.174178 -1.971537 -0.1 0.1 0.0
C 3.383212 0.137353 -2.810375 0.1 0.0 -0.1
C 3.319570 -0.167288 -4.162081 0.1 0.0 0.0
C 2.188608 -0.791735 -4.672935 0.0 -0.1 -0.1
C 1.130787 -1.104762 -3.834947 0.1 0.1 0.1
H -0.734770 -3.592618 -0.872604 -0.1 0.0 0.1
H 0.973411 -3.307029 -1.222806 0.0 0.0 0.0
H -0.196186 -3.378173 -2.566220 0.1 0.0 0.0
H -0.811450 1.195337 -2.630847 0.0 0.0 0.0
H -2.572812 1.971292 -4.198210 0.0 0.0 0.0
H -4.294438 0.382241 -4.999690 0.0 0.0 0.0
H -4.240973 -1.969529 -4.238449 0.0 0.0 0.0
H -2.511511 -2.718624 -2.641699 0.0 0.0 0.0
H 2.367767 0.060848 -0.916064 0.1 -0.1 -0.1
H 4.269035 0.613732 -2.406857 0.0 0.0 0.0
H 4.148405 0.077718 -4.816997 0.0 0.0 0.0
H 2.134687 -1.037639 -5.728104 0.0 0.0 0.0
H 0.245040 -1.579156 -4.239778 0.0 0.0 0.0
O -2.543541 -2.208746 2.660163 -0.2 0.2 0.4
S -1.881370 -2.747632 1.505659 -0.4 -1.2 -0.3
O -1.857725 -4.198766 1.437907 0.1 -0.1 0.0
O -0.479282 -2.237836 1.376434 -0.1 -1.0 0.3
O -2.619660 -2.292046 0.192098 0.3 -0.8 0.7
O -4.293092 -0.331231 0.970139 -0.3 -0.1 0.1
S -3.057994 -0.458923 0.184354 0.0 1.7 0.0
N -1.830480 0.114470 0.897779 -2.8 1.1 -0.1
```
Forces are in eV/Å.

Question: Which value of spin multiplicity does entry 2 give?
Answer: 1

Question: Among the records above, which one has the lowest charge?
Answer: C25H22Br2MnN3O6PS4

Question: Which value of DFT total energy does entry 2 give?
Answer: -81060.153 eV